(1)
{"formula": "C4H13N3", "method": "ωB97M-V with the def2-TZVPD basis set", "species": ["C", "C", "C", "N", "C", "N", "N", "H", "H", "H", "H", "H", "H", "H", "H", "H", "H", "H", "H", "H"], "coordinates": [[-0.2485, -0.7666, -1.9606], [-0.6568, -0.3605, -0.5300], [0.5385, -0.3088, 0.4354], [1.2126, 2.0067, 3.1780], [1.2640, 0.9798, 2.3746], [0.4325, 0.8201, 1.3659], [-1.4436, -1.2558, -2.7429], [0.4863, -1.5709, -1.9296], [0.2043, 0.0670, -2.4797], [-1.1729, 0.5965, -0.6152], [-1.3923, -1.0839, -0.1729], [0.5010, -1.2107, 1.0161], [1.4571, -0.2470, -0.1445], [1.8058, 2.0961, 3.9936], [0.4286, 2.6485, 3.2192], [2.1211, 0.3232, 2.4265], [-0.3718, 1.4335, 1.3355], [-2.0770, -1.7480, -2.1078], [-1.1504, -1.9268, -3.4508], [-1.9387, -0.4923, -3.2108]], "atomic_forces_ev_per_a": [[0.427, -0.080, 0.809], [-0.382, 0.003, -0.668], [-0.649, 0.203, -0.530], [-0.351, 0.092, 0.892], [0.223, 0.787, -0.780], [0.053, -0.069, 0.518], [0.375, 0.065, 0.287], [-0.171, -0.128, -0.120], [-0.025, 0.109, -0.304], [0.027, 0.138, 0.237], [-0.002, 0.047, 0.202], [0.397, -0.527, 0.194], [0.205, 0.090, 0.228], [0.304, -0.287, -0.217], [-0.023, -0.065, -0.336], [-0.004, -0.221, 0.262], [-0.032, -0.056, -0.263], [-0.223, 0.044, -0.190], [-0.015, -0.061, -0.289], [-0.132, -0.085, 0.067]], "molar_mass_g_mol": 103.17, "charge": 2, "spin_multiplicity": 1, "de_lowest_kcal_mol": 2.8, "homo_ev": -18.38, "homo_lumo_gap_ev": 11.77}

(2)
{"formula": "C4H13N3O", "method": "ωB97M-V with the def2-TZVPD basis set", "species": ["C", "C", "C", "C", "N", "N", "N", "H", "H", "H", "H", "H", "H", "H", "H", "H", "H", "H", "H", "H", "O"], "coordinates": [[0.4273, 2.3876, 0.4530], [0.7310, 0.9768, 0.8581], [-0.1640, -0.0810, 0.2552], [-0.8747, -0.8893, 1.1183], [-1.7006, -1.9440, 0.6235], [-0.1571, -0.1462, -1.1206], [0.5951, 2.5497, -0.9624], [-0.5635, 2.7394, 0.8258], [1.1873, 3.0820, 0.9261], [0.7493, 0.9121, 1.8995], [1.8029, 0.7587, 0.4386], [-0.7266, -0.7800, 2.1862], [-2.4208, -2.2639, 1.3411], [-1.1002, -2.7897, 0.3476], [0.0699, 3.3232, -1.2885], [-1.0296, -0.4951, -1.4697], [0.2260, 1.6784, -1.4034], [1.7747, 3.5421, 1.4185], [1.5737, -2.9573, -1.4729], [0.5749, -1.8638, -1.1878], [0.7502, -2.8084, -1.0566]], "atomic_forces_ev_per_a": [[-4.272, -3.416, -4.714], [3.115, -0.274, -1.727], [-1.160, 0.093, -1.306], [-0.152, 0.272, -0.612], [0.278, -1.626, 1.004], [0.787, 0.986, 1.378], [-0.225, -0.282, 2.560], [0.877, 0.368, 0.242], [2.920, 2.476, 2.215], [0.082, -0.276, 1.729], [-1.628, 0.358, 0.863], [-0.222, 0.142, 0.070], [1.602, 0.572, -1.231], [-1.154, 1.545, 0.258], [-0.545, 0.927, -0.414], [-0.676, -0.497, -0.004], [0.388, -1.202, -0.219], [-0.080, -0.038, -0.061], [1.304, -0.358, -0.634], [-0.108, 0.522, -0.110], [-1.131, -0.293, 0.714]], "molar_mass_g_mol": 119.17, "charge": 0, "spin_multiplicity": 1, "de_lowest_kcal_mol": 170.7, "homo_ev": -6.63, "homo_lumo_gap_ev": 4.27}

(3)
{"formula": "C4H13N3O", "method": "ωB97M-V with the def2-TZVPD basis set", "species": ["C", "C", "C", "O", "N", "H", "H", "H", "H", "H", "H", "H", "C", "N", "N", "H", "H", "H", "H", "H", "H"], "coordinates": [[1.8672, -0.2623, 0.7007], [0.3588, 1.8723, 0.4903], [1.1776, 0.8202, -0.2017], [2.6130, -1.1466, -0.0692], [1.6417, 0.8826, -1.3781], [2.6618, -0.7454, -0.9621], [1.3437, 1.6842, -1.9278], [1.1153, -0.8118, 1.2782], [2.5120, 0.2865, 1.4070], [-0.6405, 1.8860, 0.0485], [0.2559, 1.6697, 1.5531], [0.8045, 2.8549, 0.3452], [-1.4303, -1.8851, 0.1642], [-1.4158, -0.8096, -0.7966], [-2.3645, 0.2107, -0.5522], [-0.4569, -0.3423, -0.7708], [-2.5015, 0.4008, 0.4473], [-3.2346, -0.0446, -1.0141], [-1.1229, -1.5499, 1.1717], [-2.4369, -2.3070, 0.2320], [-0.7475, -2.6635, -0.1655]], "atomic_forces_ev_per_a": [[-0.823, 0.545, -0.770], [-0.466, -0.240, -0.299], [2.000, 0.276, 1.056], [0.107, -0.127, -0.278], [-0.146, -0.326, -0.139], [-0.022, -0.057, 0.266], [-0.278, -0.013, 0.106], [0.031, 0.057, 0.041], [-0.209, 0.044, -0.053], [-0.032, 0.094, 0.038], [0.057, -0.005, 0.105], [0.057, 0.001, 0.033], [-0.090, -0.033, 0.444], [1.764, 1.059, -0.163], [-0.069, 0.215, -0.003], [-1.914, -1.082, -0.370], [-0.193, -0.292, -0.352], [0.178, 0.120, 0.387], [-0.156, -0.162, -0.028], [0.106, 0.013, -0.039], [0.096, -0.087, 0.019]], "molar_mass_g_mol": 119.17, "charge": 0, "spin_multiplicity": 1, "de_lowest_kcal_mol": 65.3, "homo_ev": -9.26, "homo_lumo_gap_ev": 10.09}

(4)
{"formula": "C4H13N3O", "method": "ωB97M-V with the def2-TZVPD basis set", "species": ["C", "C", "C", "N", "O", "N", "H", "H", "H", "H", "H", "H", "H", "H", "C", "N", "H", "H", "H", "H", "H"], "coordinates": [[1.2223, -0.6596, 0.0891], [1.4157, -1.4841, -1.1742], [0.6994, 0.7374, -0.2151], [0.2963, 1.4224, 0.9310], [2.4161, -0.5605, 0.8523], [0.8837, 1.2266, -1.3700], [3.1141, -0.2495, 0.2638], [0.5069, -1.1544, 0.7576], [0.2534, 2.4281, 0.8675], [0.6598, 1.0698, 1.8017], [0.5816, 2.1946, -1.4763], [1.8025, -2.4657, -0.9100], [0.4716, -1.5942, -1.6981], [2.1143, -0.9803, -1.8397], [-2.5729, -0.0151, -0.0792], [-2.3891, 0.0775, 1.3486], [-1.6796, 0.8385, 1.5226], [-1.9567, -0.7741, 1.6950], [-3.0590, -0.9538, -0.3388], [-3.1964, 0.8105, -0.4048], [-1.5840, 0.0859, -0.6229]], "atomic_forces_ev_per_a": [[-0.486, -0.453, -0.314], [0.042, 0.116, 0.347], [1.361, 0.787, 0.754], [-0.214, -0.039, -0.498], [0.076, 0.103, 0.103], [-0.571, -0.150, -0.445], [-0.009, 0.032, 0.005], [0.066, 0.017, -0.087], [0.117, -0.054, 0.014], [0.082, -0.002, 0.000], [0.072, -0.018, 0.239], [0.003, -0.060, 0.023], [-0.089, -0.021, -0.110], [-0.005, 0.005, -0.061], [1.166, 0.217, -0.670], [0.910, 0.933, 1.019], [-1.174, -1.245, -0.152], [-0.064, 0.093, 0.029], [0.030, 0.029, -0.122], [-0.195, 0.058, -0.196], [-1.118, -0.350, 0.123]], "molar_mass_g_mol": 119.17, "charge": 0, "spin_multiplicity": 1, "de_lowest_kcal_mol": 33.9, "homo_ev": -8.82, "homo_lumo_gap_ev": 9.61}

(5)
{"formula": "C4H13N3O", "method": "ωB97M-V with the def2-TZVPD basis set", "species": ["C", "N", "C", "N", "H", "H", "H", "H", "H", "H", "C", "O", "C", "N", "H", "H", "H", "H", "H", "H", "H"], "coordinates": [[-1.2499, 0.9527, -2.3971], [0.5491, -1.1781, -2.8481], [0.4207, -0.5005, -1.5747], [-0.3738, 0.4866, -1.3135], [-1.4340, 2.0136, -2.2993], [-2.1647, 0.3842, -2.3072], [-0.8668, 0.7456, -3.4023], [1.5489, -1.1539, -3.1938], [0.4093, -2.1643, -2.7323], [1.0767, -0.9092, -0.8632], [1.0378, 0.4185, 2.3044], [1.9009, -0.5301, 2.8964], [-0.3291, -0.2782, 2.1250], [-1.2777, 0.6887, 1.5493], [0.9365, 1.2695, 2.8587], [1.4131, 0.6989, 1.2661], [2.7546, -0.1139, 3.0140], [-0.2349, -1.1603, 1.4759], [-0.7133, -0.5966, 3.1177], [-2.1722, 0.3790, 1.7911], [-1.2310, 0.5477, 0.5328]], "atomic_forces_ev_per_a": [[0.564, -0.499, -0.206], [1.274, 0.747, -0.817], [-1.594, 1.528, -1.191], [1.579, -1.935, -1.084], [-0.133, 0.136, 0.238], [-0.530, 0.127, 0.042], [0.102, 0.029, 0.231], [-1.408, 0.335, 0.645], [-0.391, -0.551, 0.260], [0.608, -0.034, 1.619], [-0.296, -2.773, -3.139], [0.268, -0.125, 0.214], [0.102, 0.685, 0.461], [1.321, -0.182, -0.850], [-0.349, 2.331, 1.622], [-0.398, -0.136, 1.060], [0.239, -0.022, 0.094], [0.256, -0.021, 0.325], [0.400, 0.063, -0.519], [-1.761, -0.308, 0.583], [0.147, 0.604, 0.411]], "molar_mass_g_mol": 119.17, "charge": 0, "spin_multiplicity": 1, "de_lowest_kcal_mol": 60.3, "homo_ev": -9.03, "homo_lumo_gap_ev": 9.74}

(6)
{"formula": "C4H13N3O", "method": "ωB97M-V with the def2-TZVPD basis set", "species": ["C", "C", "C", "N", "C", "N", "N", "H", "H", "H", "H", "H", "H", "H", "H", "H", "H", "H", "H", "H", "O"], "coordinates": [[0.3275, -1.5420, -0.9556], [0.3996, -0.7944, 0.3755], [0.8851, 0.6624, 0.2832], [3.2844, 0.4114, 1.8654], [3.3118, 0.5508, 0.6353], [2.2592, 0.7825, -0.2673], [-0.7398, -1.0032, -1.8908], [1.2756, -1.3265, -1.6188], [0.0823, -2.5909, -0.9282], [0.9630, -1.3802, 1.1558], [-0.5191, -0.7886, 0.8893], [0.2540, 1.3066, -0.2768], [0.9534, 1.1574, 1.2861], [2.4603, 0.3873, 2.4549], [4.2428, 0.3364, -0.0211], [2.3806, 0.3392, -1.1947], [-1.7500, -1.1856, -1.5103], [-0.6991, -0.0011, -2.0005], [-5.7552, 1.9387, 0.4857], [-7.1661, 1.4938, 0.9046], [-6.4506, 1.2460, 0.3284]], "atomic_forces_ev_per_a": [[-0.016, 2.410, -2.529], [1.403, -0.669, 0.824], [1.834, -0.225, 0.889], [1.330, -0.258, 1.762], [-0.028, -1.095, -3.356], [-0.657, -0.411, 0.163], [-2.181, -0.936, 1.324], [-1.396, -0.993, 1.620], [0.544, -0.380, 0.475], [0.349, 0.595, -1.009], [-1.831, 0.088, 0.096], [-0.800, 0.300, -0.739], [-0.318, -0.645, -0.715], [-0.225, 0.364, -0.746], [-0.920, 0.692, 1.596], [0.094, 0.623, 1.014], [2.576, 0.327, -0.737], [0.238, 0.210, 0.068], [-1.067, -1.049, -0.242], [-0.444, 0.146, 0.349], [1.514, 0.904, -0.106]], "molar_mass_g_mol": 119.17, "charge": 0, "spin_multiplicity": 1, "de_lowest_kcal_mol": 55.7, "homo_ev": -9.23, "homo_lumo_gap_ev": 9.86}

Which value of charge does entry 3 give? 0